# 1
{
  "formula": "C7H10NOP",
  "method": "ωB97M-V with the def2-TZVPD basis set",
  "elements": ["C", "C", "C", "C", "C", "P", "C", "O", "N", "C", "H", "H", "H", "H", "H", "H", "H", "H", "H", "H"],
  "xyz": [[3.220, 0.282, -0.259], [2.252, 0.451, 0.461], [0.933, 0.637, 0.897], [0.427, 1.854, 0.135], [-0.720, 1.778, -0.478], [-1.368, 0.118, -0.174], [-1.812, -0.749, -1.783], [-2.695, 0.077, 0.768], [0.115, -0.456, 0.453], [0.094, -1.609, 1.273], [4.144, 0.101, -0.599], [0.996, 0.828, 2.098], [1.118, 2.733, 0.153], [-1.333, 2.490, -1.143], [-1.085, -0.567, -2.610], [-1.769, -1.873, -1.446], [-2.905, -0.512, -2.074], [-0.953, -1.849, 1.304], [0.657, -2.409, 0.808], [0.683, -1.325, 2.216]],
  "nbo_charge": [-0.181, -0.024, -0.169, -0.121, -0.563, 1.939, -0.987, -1.063, -0.734, -0.407, 0.216, 0.225, 0.228, 0.264, 0.244, 0.249, 0.270, 0.225, 0.193, 0.197],
  "e_above_lowest_kj_mol": 452.11,
  "homo_lumo_gap_ev": 10.177,
  "homo_energy_ev": -9.3743,
  "smiles": "C#C[C@H]1C=C[P@](C)(=O)N1C",
  "fmax_ev_per_a": 5.8
}



# 2
{
  "formula": "CH25ClFNO15S2",
  "method": "ωB97M-V with the def2-TZVPD basis set",
  "elements": ["O", "S", "O", "C", "N", "Cl", "S", "O", "O", "F", "H", "H", "H", "O", "H", "H", "O", "H", "H", "O", "H", "H", "O", "H", "H", "O", "H", "H", "O", "H", "H", "O", "H", "H", "O", "H", "H", "O", "H", "H", "O", "H", "H", "O", "H", "H"],
  "xyz": [[-1.329, -0.780, 3.017], [-1.131, -0.622, 1.597], [0.234, -0.423, 1.196], [-2.107, 0.854, 1.152], [-3.326, 0.681, 0.384], [-3.031, -0.191, -1.073], [-4.611, 0.127, 1.306], [-5.146, 1.245, 1.974], [-4.283, -1.060, 2.020], [-5.565, -0.268, 0.151], [-1.662, -1.729, 1.029], [-2.286, 1.361, 2.099], [-1.446, 1.465, 0.532], [2.952, 0.281, -0.029], [2.792, 1.130, -0.450], [2.085, -0.009, 0.281], [-4.233, -0.780, -3.658], [-4.888, -1.466, -3.492], [-4.221, -0.693, -4.619], [-2.636, -0.339, 5.662], [-2.018, 0.299, 6.030], [-2.206, -0.656, 4.857], [-3.378, -3.331, 0.311], [-3.698, -2.559, 0.793], [-4.110, -3.954, 0.319], [-0.874, 2.315, -1.352], [-0.237, 2.993, -1.098], [-0.558, 1.986, -2.201], [-1.012, 5.155, -1.095], [-1.094, 6.039, -1.465], [-1.910, 4.898, -0.862], [-1.138, -0.837, -4.035], [-0.859, -1.662, -3.624], [-2.096, -0.827, -3.917], [5.762, -0.162, -0.678], [6.051, -0.942, -0.192], [4.804, -0.125, -0.533], [1.956, -3.205, 1.780], [2.863, -3.028, 2.047], [1.496, -2.369, 1.907], [7.720, 1.974, 0.510], [8.080, 2.442, -0.248], [6.939, 1.520, 0.169], [7.619, -1.917, -2.285], [8.547, -1.766, -2.083], [7.189, -1.065, -2.134]],
  "nbo_charge": [-0.966, 1.977, -0.967, -0.513, -0.671, 0.200, 2.526, -0.857, -0.911, -0.454, 0.056, 0.276, 0.299, -0.970, 0.474, 0.505, -0.955, 0.484, 0.481, -0.952, 0.462, 0.488, -0.960, 0.476, 0.478, -0.969, 0.489, 0.489, -0.954, 0.477, 0.478, -0.952, 0.472, 0.477, -0.991, 0.482, 0.506, -0.942, 0.469, 0.472, -0.956, 0.462, 0.489, -0.952, 0.465, 0.485],
  "e_above_lowest_kj_mol": 0.00,
  "homo_lumo_gap_ev": 10.385,
  "homo_energy_ev": -10.8724,
  "smiles": "O=[SH](=O)CN(Cl)S(=O)(=O)F.O.O.O.O.O.O.O.O.O.O.O",
  "fmax_ev_per_a": 2.1
}



# 3
{
  "formula": "C4H12N2O",
  "method": "ωB97M-V with the def2-TZVPD basis set",
  "elements": ["C", "C", "C", "O", "N", "C", "N", "H", "H", "H", "H", "H", "H", "H", "H", "H", "H", "H", "H"],
  "xyz": [[-0.514, -0.012, -1.789], [-0.487, -0.134, -0.229], [-0.940, -1.525, 0.318], [-1.784, -2.214, -0.678], [0.734, 0.185, 0.431], [0.835, 1.610, 0.704], [2.085, 1.970, 1.372], [0.461, -0.203, -2.242], [-1.227, -0.709, -2.231], [-0.929, 0.975, -2.002], [-1.249, 0.611, -0.042], [-1.591, -1.411, 1.185], [-0.058, -2.170, 0.255], [-1.470, -3.113, -0.742], [1.636, -0.221, 0.260], [0.814, 2.304, -0.166], [-0.061, 1.880, 1.281], [1.941, 2.470, 2.243], [2.589, 2.628, 0.794]],
  "nbo_charge": [-0.639, -0.071, -0.069, -0.755, -0.658, -0.037, -0.844, 0.201, 0.241, 0.202, 0.190, 0.192, 0.173, 0.465, 0.389, 0.137, 0.164, 0.363, 0.355],
  "e_above_lowest_kj_mol": 227.63,
  "homo_lumo_gap_ev": 9.386,
  "homo_energy_ev": -8.4255,
  "smiles": "C[C@@H](CO)NCN",
  "fmax_ev_per_a": 3.1
}



# 4
{
  "formula": "C4H8O6P2",
  "method": "ωB97M-V with the def2-TZVPD basis set",
  "elements": ["C", "C", "C", "C", "O", "O", "O", "O", "O", "O", "P", "P", "H", "H", "H", "H", "H", "H", "H", "H"],
  "xyz": [[-0.950, -0.967, -0.853], [-0.491, -2.313, -0.995], [2.198, 1.188, 1.451], [1.264, -0.029, 1.126], [1.547, 0.154, -1.581], [-3.626, 0.546, 0.445], [-2.052, -0.544, -1.219], [-2.912, 2.050, -1.619], [-0.140, 1.687, -0.476], [-1.301, 1.466, 0.264], [0.495, 0.202, -0.555], [-2.669, 1.182, -0.462], [-1.046, -3.030, -1.643], [-0.319, -2.793, 0.087], [0.523, -2.058, -1.294], [2.639, 1.315, 0.512], [1.805, 2.149, 1.711], [2.842, 0.843, 2.103], [0.312, -0.168, 1.758], [1.882, -0.879, 1.240]],
  "nbo_charge": [0.335, -0.741, -0.586, -0.763, -1.040, -1.038, -0.539, -1.041, -0.464, -0.568, 2.016, 2.455, 0.280, 0.285, 0.274, 0.222, 0.227, 0.209, 0.232, 0.246],
  "e_above_lowest_kj_mol": 187.33,
  "homo_lumo_gap_ev": 9.348,
  "homo_energy_ev": -10.9659,
  "fmax_ev_per_a": 5.0
}



# 5
{
  "formula": "C11H20N2O5",
  "method": "ωB97M-V with the def2-TZVPD basis set",
  "elements": ["C", "C", "C", "C", "C", "N", "C", "O", "N", "C", "C", "C", "C", "O", "O", "C", "O", "O", "H", "H", "H", "H", "H", "H", "H", "H", "H", "H", "H", "H", "H", "H", "H", "H", "H", "H", "H", "H"],
  "xyz": [[-1.877, 1.918, -1.236], [-3.011, 1.355, -0.482], [-3.177, -0.081, -0.475], [-4.179, -0.582, 0.582], [-1.778, -0.709, -0.333], [-1.880, -2.216, -0.429], [-0.964, -0.256, 0.904], [-1.489, -0.031, 1.937], [0.371, -0.106, 0.724], [1.037, -0.758, -0.518], [1.569, 0.286, -1.481], [2.624, 1.339, -1.019], [2.282, 1.721, 0.441], [2.738, 1.305, 1.495], [1.266, 2.551, 0.476], [2.190, -1.683, -0.018], [2.278, -2.086, 1.092], [2.957, -2.072, -1.037], [-1.795, 1.488, -2.224], [-0.941, 1.725, -0.735], [-2.046, 2.983, -1.335], [-3.009, 1.747, 0.503], [-4.027, 1.671, -0.921], [-3.546, -0.279, -1.505], [-5.271, -0.229, 0.420], [-4.410, -1.677, 0.475], [-3.687, -0.517, 1.623], [-1.229, -0.400, -1.273], [-2.378, -2.422, -1.339], [-2.413, -2.678, 0.345], [1.038, -0.386, 1.531], [0.338, -1.434, -1.101], [2.067, -0.274, -2.307], [0.809, 0.864, -1.991], [2.374, 2.227, -1.577], [3.550, 0.922, -1.195], [1.276, 3.030, 1.343], [3.560, -2.742, -0.712]],
  "nbo_charge": [-0.613, -0.403, -0.218, -0.649, -0.137, -0.863, 0.685, -0.589, -0.661, -0.174, -0.406, -0.507, 0.811, -0.616, -0.691, 0.790, -0.570, -0.684, 0.190, 0.213, 0.221, 0.213, 0.191, 0.190, 0.222, 0.201, 0.257, 0.202, 0.361, 0.377, 0.452, 0.274, 0.232, 0.220, 0.237, 0.232, 0.509, 0.502],
  "e_above_lowest_kj_mol": 213.13,
  "homo_lumo_gap_ev": 9.738,
  "homo_energy_ev": -9.2407,
  "smiles": "CC[C@H](C)[C@H](N)C(=O)N[C@@H](CCC(=O)O)C(=O)O",
  "fmax_ev_per_a": 4.5
}



# 6
{
  "formula": "C28H39BN14O4Zr",
  "method": "ωB97M-V with the def2-TZVPD basis set",
  "elements": ["Zr", "C", "C", "C", "C", "N", "N", "B", "N", "C", "C", "C", "C", "N", "N", "C", "C", "C", "C", "N", "N", "C", "C", "C", "C", "N", "H", "H", "H", "H", "H", "H", "H", "H", "H", "H", "H", "H", "H", "H", "H", "H", "H", "H", "H", "H", "N", "C", "C", "C", "C", "N", "C", "N", "N", "C", "O", "O", "H", "H", "H", "H", "H", "H", "H", "H", "H", "H", "H", "H", "H", "H", "O", "N", "N", "O", "C", "C", "C", "C", "C", "C", "H", "H", "H", "H", "H"],
  "xyz": [[-0.317, 0.163, 0.338], [0.590, 2.047, 3.687], [-0.731, 2.206, 3.014], [-1.877, 2.830, 3.520], [-2.800, 2.773, 2.505], [-2.228, 2.180, 1.441], [-0.956, 1.803, 1.754], [-2.884, 1.848, 0.088], [-3.326, 0.387, 0.183], [-4.486, -0.259, -0.025], [-4.335, -1.564, 0.385], [-3.020, -1.664, 0.852], [-2.358, -2.849, 1.460], [-2.412, -0.473, 0.735], [-1.830, 2.026, -1.045], [-2.057, 2.459, -2.305], [-0.856, 2.804, -2.873], [0.111, 2.542, -1.891], [1.580, 2.782, -1.930], [-0.489, 2.069, -0.792], [-3.990, 2.880, -0.192], [-3.746, 4.274, -0.133], [-4.864, 4.905, -0.532], [-5.779, 3.838, -0.843], [-7.143, 3.955, -1.339], [-5.179, 2.621, -0.622], [0.586, 2.569, 4.639], [1.375, 2.473, 3.061], [0.801, 0.995, 3.866], [-2.012, 3.259, 4.498], [-3.822, 3.119, 2.486], [-5.337, 0.261, -0.427], [-5.072, -2.349, 0.365], [-2.734, -3.766, 1.012], [-2.584, -2.890, 2.527], [-1.280, -2.806, 1.340], [-3.054, 2.511, -2.715], [-0.693, 3.199, -3.862], [1.776, 3.813, -2.223], [2.063, 2.134, -2.661], [2.008, 2.594, -0.948], [-2.790, 4.656, 0.188], [-5.054, 5.963, -0.607], [-7.768, 4.471, -0.598], [-7.580, 2.988, -1.569], [-7.162, 4.611, -2.217], [2.960, 0.279, 1.513], [2.747, -1.176, 1.550], [3.198, -1.833, 2.866], [4.701, -1.767, 3.181], [5.544, -2.936, 2.656], [5.658, -3.042, 1.198], [6.567, -2.440, 0.443], [7.437, -1.582, 0.974], [6.578, -2.649, -0.878], [1.229, -1.332, 1.380], [0.485, -0.563, 2.086], [0.710, -1.993, 0.461], [3.858, 0.538, 1.128], [2.870, 0.666, 2.445], [3.211, -1.637, 0.682], [2.867, -2.876, 2.880], [2.655, -1.323, 3.665], [4.807, -1.802, 4.266], [5.119, -0.811, 2.855], [5.112, -3.874, 3.002], [6.546, -2.882, 3.084], [5.054, -3.708, 0.744], [7.534, -1.501, 1.972], [8.188, -1.208, 0.417], [6.016, -3.371, -1.296], [7.318, -2.274, -1.446], [1.314, 0.087, -0.926], [1.204, -0.768, -1.904], [0.028, -1.160, -2.107], [-0.978, -0.687, -1.378], [-0.265, -2.110, -3.134], [0.759, -2.635, -3.920], [0.440, -3.543, -4.911], [-0.881, -3.923, -5.118], [-1.890, -3.398, -4.323], [-1.589, -2.488, -3.325], [1.779, -2.321, -3.759], [1.222, -3.955, -5.534], [-1.125, -4.626, -5.902], [-2.916, -3.696, -4.485], [-2.360, -2.067, -2.697]],
  "mulliken_spin": [0.000, 0.000, 0.000, -0.002, -0.002, 0.006, 0.003, -0.044, 0.008, 0.001, -0.001, 0.001, 0.000, -0.001, 0.025, 0.002, 0.002, 0.005, 0.000, 0.002, 0.332, 0.022, 0.060, 0.274, 0.022, 0.238, 0.000, 0.000, 0.000, 0.000, -0.009, -0.002, 0.000, 0.000, 0.000, 0.000, -0.004, 0.000, 0.001, 0.000, 0.000, -0.009, 0.000, 0.042, -0.002, 0.032, 0.000, 0.000, 0.000, 0.000, 0.000, 0.000, 0.000, 0.000, 0.000, 0.000, 0.000, 0.000, 0.000, 0.000, 0.000, 0.000, 0.000, 0.000, 0.000, 0.000, 0.000, 0.000, 0.000, 0.000, 0.000, 0.000, 0.000, 0.000, 0.000, 0.001, -0.001, 0.001, 0.000, 0.000, 0.000, 0.000, 0.000, 0.000, 0.000, 0.000, 0.000],
  "total_charge": 3,
  "e_above_lowest_kj_mol": 166.44,
  "homo_lumo_gap_ev": [8.107, 4.630],
  "homo_energy_ev": [-15.5266, -15.5267],
  "spin_multiplicity": 2,
  "s2": 0.76,
  "fmax_ev_per_a": 2.0
}



Question: Number 1 is which compound?
Answer: C7H10NOP